Molecular formula: H16O8
Method: DFT, ωB97M-V/def2-TZVPD

Summary:
total charge: 0
SMILES: O.O.O.O.O.O.O.O
frontier orbital gap: 11.168 eV
energy relative to the best compared isomer or geometry (same formula, charge and spin): 41.06 kcal per mole
highest occupied orbital energy: -10.9 eV

CARTESIAN COORDINATES (ANGSTROEM)
O1 3.65 5.60 4.70
H1 4.40 5.06 4.35
H2 2.94 5.07 4.35
O2 6.63 12.08 7.85
H3 6.68 12.34 8.80
H4 7.28 11.37 7.71
O3 6.16 3.75 4.06
H5 5.99 2.91 3.63
H6 6.66 3.51 4.85
O4 4.48 8.43 4.71
H7 3.90 9.23 4.71
H8 3.98 7.69 4.34
O5 3.93 7.07 7.73
H9 4.09 7.84 7.18
H10 3.66 6.30 7.17
O6 6.81 9.98 6.09
H11 6.02 9.52 6.37
H12 6.87 9.72 5.14
O7 7.35 4.80 6.87
H13 6.86 4.42 7.59
H14 6.75 5.50 6.54
O8 4.38 10.33 7.27
H15 5.13 10.94 7.54
H16 3.79 10.08 7.97

Results of the Löwdin charge analysis, in e, for atoms 1 through 5:
1 O -0.055
2 H 0.032
3 H 0.044
4 O -0.082
5 H 0.074